1.
# C31H55BBr2F3N2O7

3 unconnected molecules or ions with the total composition C31H55BBr2F3N2O7 (the ωB97M-V functional and the def2-TZVPD basis, OMol25).

The geometry in XYZ format:
```
101
Properties=species:S:1:pos:R:3:lowdin_charge:R:1
C 0.600 1.528 4.604 -0.114
O 0.547 1.069 3.178 -0.290
C -0.547 0.103 2.997 -0.125
C -1.361 0.247 1.569 -0.239
C -1.324 1.861 1.257 -0.092
C -2.562 2.380 0.278 -0.158
C -3.604 3.415 1.060 -0.165
C -5.188 2.922 0.849 -0.124
C -5.857 1.660 1.687 -0.002
C -7.417 1.120 1.460 -0.065
C -8.431 1.850 0.376 -0.093
C -7.783 3.154 -0.442 -0.101
C -6.219 3.673 -0.232 -0.048
O -2.776 0.088 2.045 -0.078
B -3.433 -1.054 1.380 -0.859
C -3.898 -2.153 2.511 -0.138
C -5.278 -2.968 2.056 -0.185
C -5.523 -4.251 3.068 -0.256
O -6.444 -5.270 2.494 -0.186
O -2.468 -1.424 0.328 -0.154
C -1.089 -0.831 0.363 -0.242
C -1.000 -0.265 -1.208 -0.030
C 0.403 0.508 -1.547 -0.183
O 0.328 1.271 -2.836 -0.173
C 1.189 2.460 -2.585 -0.105
C 1.458 3.379 -3.918 -0.195
F 1.900 2.560 -5.075 0.009
F 2.580 4.353 -3.648 -0.020
F 0.264 4.221 -4.204 0.008
C -0.210 -2.211 0.712 -0.443
Br -1.169 -4.010 0.767 0.642
C 1.250 -2.233 0.986 -0.599
C 2.158 -0.870 1.017 -0.126
Br 2.188 -3.996 1.379 0.599
H 0.457 0.648 5.367 0.100
H 1.707 1.934 4.785 0.095
H -0.111 2.442 4.798 0.097
H -0.113 -0.964 3.205 0.137
H -1.341 0.317 3.860 0.147
H -0.291 2.267 0.882 0.100
H -1.520 2.399 2.304 0.122
H -2.085 2.998 -0.597 0.101
H -3.200 1.511 -0.177 0.114
H -3.538 4.466 0.513 0.103
H -3.387 3.523 2.205 0.109
H -5.234 1.086 2.495 0.089
H -7.807 0.190 2.077 0.075
H -9.544 1.482 0.184 0.073
H -8.495 3.687 -1.211 0.060
H -5.891 4.616 -0.879 0.077
H -4.412 -0.733 0.798 0.090
H -4.226 -1.522 3.470 0.107
H -3.036 -2.862 2.861 0.068
H -6.228 -2.264 2.198 0.106
H -5.260 -3.265 0.914 0.123
H -6.028 -3.900 4.080 0.117
H -4.488 -4.796 3.296 0.118
H -6.053 -6.194 2.645 0.092
H -1.964 0.328 -1.528 0.135
H -1.003 -1.255 -1.874 0.146
H 1.259 -0.289 -1.693 0.137
H 0.774 1.259 -0.730 0.089
H 0.705 3.188 -1.771 0.160
H 2.243 2.159 -2.157 0.153
H 3.004 -0.967 0.194 0.090
H 2.734 -0.874 2.060 0.083
H 1.559 0.134 0.963 0.071
C 6.237 -2.590 6.280 -0.079
C 5.761 -1.289 5.636 -0.431
C 4.237 -1.244 5.379 -0.196
O 3.807 -2.016 4.253 -0.211
C 3.658 -3.404 4.513 -0.132
N 6.523 -1.064 4.399 0.032
H 6.284 -3.419 5.569 0.064
H 7.246 -2.466 6.688 0.073
H 5.578 -2.883 7.104 0.077
H 5.998 -0.479 6.337 0.132
H 3.964 -0.208 5.148 0.116
H 3.670 -1.521 6.276 0.117
H 3.304 -3.598 5.530 0.091
H 4.603 -3.919 4.331 0.076
H 2.924 -3.805 3.809 -0.014
H 6.275 -0.146 4.025 0.071
H 6.161 -1.715 3.696 0.073
C 2.978 1.108 -9.958 -0.080
C 2.764 1.362 -8.467 -0.429
C 4.080 1.498 -7.666 -0.195
O 4.744 0.256 -7.409 -0.192
C 5.528 -0.226 -8.491 -0.112
N 1.909 0.298 -7.922 0.041
H 3.272 0.077 -10.173 0.062
H 2.052 1.295 -10.513 0.075
H 3.748 1.774 -10.363 0.075
H 2.227 2.314 -8.377 0.135
H 3.834 1.909 -6.680 0.108
H 4.766 2.212 -8.137 0.116
H 5.994 0.586 -9.057 0.088
H 4.915 -0.848 -9.145 0.072
H 6.319 -0.860 -8.082 0.085
H 1.686 0.524 -6.951 0.067
H 2.484 -0.546 -7.845 0.073
```

DFT total energy (eV): -199248.5251
ΔE to the lowest compared entry with this formula, charge and spin (kcal per mole): 338.3
Spin multiplicity: 1
Gap between HOMO and LUMO (eV): 6.75
Molar mass (g/mol): 795.40
Total charge: -1

=====

2.
# C3H10N2O

2 unconnected molecules or ions with the total composition C3H10N2O (the ωB97M-V functional and the def2-TZVPD basis, OMol25).

The geometry in XYZ format:
```
16
Properties=species:S:1:pos:R:3:nbo_charge:R:1
C -0.729 -1.711 -1.104 0.107
C -1.491 -1.375 0.012 -0.176
N 0.425 -2.327 -1.108 -0.570
H -1.136 -1.550 -2.103 0.246
H -2.210 -0.582 -0.093 0.241
H -1.301 -1.871 0.955 0.234
H 0.025 1.266 -0.664 0.436
H 0.764 -2.666 -1.997 0.444
H 1.055 -2.145 -0.335 0.438
N -0.098 1.407 1.680 -0.809
C 0.972 1.945 0.886 0.076
O 0.736 1.897 -0.527 -0.717
H -0.988 1.648 1.259 0.361
H 0.005 0.400 1.759 0.341
H 1.175 2.983 1.128 0.187
H 1.900 1.402 1.043 0.160
```

DFT total energy (eV): -8291.3426
ΔE to the lowest compared entry with this formula, charge and spin (kcal per mole): 52.7
Spin multiplicity: 2
Gap between HOMO and LUMO (alpha / beta) (eV): 8.59 / 5.15
Molar mass (g/mol): 90.13
Total charge: +1

=====

3.
# C3H11NO3

4 unconnected molecules or ions with the total composition C3H11NO3 (the ωB97M-V functional and the def2-TZVPD basis, OMol25).

The geometry in XYZ format:
```
18
Properties=species:S:1:pos:R:3:nbo_charge:R:1
C 2.198 -0.334 0.095 -0.020
C 2.404 0.817 0.731 -0.462
C 0.406 -0.028 -1.314 -0.016
N 0.987 -0.752 -0.467 -0.433
H 2.993 -1.062 0.010 0.193
H 1.554 1.482 0.844 0.191
H 3.276 0.933 1.362 0.209
H -0.442 -0.403 -1.888 0.170
H 0.694 0.960 -1.691 0.162
H -1.902 -3.161 1.021 0.480
H -1.170 -3.362 -0.331 0.491
O -1.602 -2.705 0.228 -0.955
H -1.123 1.972 0.111 0.493
H -0.379 3.320 0.308 0.463
O -1.029 2.868 -0.236 -0.958
H -1.856 -0.847 0.265 0.508
H -2.870 0.221 0.781 0.472
O -2.139 0.080 0.171 -0.985
```

DFT total energy (eV): -10920.5057
ΔE to the lowest compared entry with this formula, charge and spin (kcal per mole): 57.6
Spin multiplicity: 1
Gap between HOMO and LUMO (eV): 9.64
SMILES string: C=CN=C.O.O.O
Molar mass (g/mol): 109.12

=====

4.
# C23H35N7O

C23H35N7O in the gas phase (the ωB97M-V functional and the def2-TZVPD basis, OMol25).

The geometry in XYZ format:
```
66
Properties=species:S:1:pos:R:3:nbo_charge:R:1
C 4.810 6.996 1.058 -0.603
H 4.207 6.659 1.898 0.197
C 4.328 6.391 -0.256 -0.412
C 4.355 4.853 -0.264 -0.219
N 3.010 4.300 -0.262 -0.444
C 2.917 2.933 -0.725 -0.219
H 3.495 2.822 -1.644 0.202
C 3.394 1.901 0.318 -0.234
N 2.647 2.075 1.542 -0.447
C 1.799 1.207 2.144 0.703
O 1.154 1.536 3.124 -0.641
C 1.681 -0.195 1.554 -0.317
C 0.654 -0.190 0.415 -0.401
H -0.299 0.175 0.802 0.218
C 0.465 -1.609 -0.129 -0.223
N 0.076 -2.502 0.931 -0.394
C -1.150 -3.046 1.015 0.449
N -1.443 -3.779 2.101 -0.550
C -2.622 -4.362 2.207 0.280
N -3.630 -4.338 1.356 -0.528
C -3.350 -3.611 0.272 0.352
N -4.154 -3.366 -0.801 -0.365
C -3.428 -2.579 -1.651 0.403
N -2.235 -2.304 -1.198 -0.481
C -2.145 -2.937 0.020 -0.050
C -3.965 -2.114 -2.953 -0.452
H -3.200 -1.484 -3.409 0.243
C -4.309 -3.277 -3.892 -0.389
C -5.618 -3.985 -3.542 -0.396
C -5.585 -4.769 -2.230 -0.406
C -5.482 -3.881 -0.989 -0.221
H -5.711 -4.457 -0.089 0.246
H -6.191 -3.048 -1.067 0.197
H -6.504 -5.353 -2.151 0.216
H -4.745 -5.467 -2.237 0.209
H -5.855 -4.682 -4.350 0.212
H -6.425 -3.249 -3.499 0.193
H -3.488 -3.996 -3.887 0.205
H -4.397 -2.881 -4.906 0.212
H -4.858 -1.504 -2.787 0.214
H -2.779 -4.934 3.112 0.173
C 1.001 -2.563 2.037 -0.227
H 1.957 -2.958 1.670 0.180
C 1.211 -1.172 2.635 -0.388
H 0.276 -0.806 3.060 0.228
H 1.947 -1.222 3.438 0.215
H 0.589 -3.246 2.779 0.256
H 1.414 -1.966 -0.552 0.179
H -0.300 -1.621 -0.907 0.264
H 0.967 0.469 -0.397 0.205
H 2.653 -0.533 1.179 0.203
C 2.753 3.429 2.057 -0.253
C 2.291 4.433 0.992 -0.230
H 2.401 5.449 1.366 0.205
H 1.231 4.257 0.782 0.202
H 2.125 3.496 2.946 0.256
H 3.795 3.621 2.338 0.185
H 3.275 0.898 -0.084 0.214
H 4.458 2.065 0.530 0.191
H 1.863 2.738 -0.953 0.195
H 4.833 4.506 -1.183 0.199
H 4.967 4.498 0.579 0.161
H 4.961 6.767 -1.061 0.204
H 3.308 6.716 -0.466 0.213
H 5.845 6.716 1.248 0.201
H 4.756 8.082 1.015 0.211
```

DFT total energy (eV): -36899.3023
Spin multiplicity: 1
Gap between HOMO and LUMO (eV): 8.48
SMILES string: CCCN1CCN(C(=O)C2CCN(c3ncnc4c3nc3n4CCCCC3)CC2)CC1
Molar mass (g/mol): 425.58

=====

5.
# C6H12

C6H12 in the gas phase (the ωB97M-V functional and the def2-TZVPD basis, OMol25).

The geometry in XYZ format:
```
18
Properties=species:S:1:pos:R:3:nbo_charge:R:1
C -0.261 -1.129 -1.596 -0.609
C -0.506 -1.565 -0.153 -0.413
C -0.957 -0.248 0.438 -0.195
C -0.446 0.503 1.601 -0.420
C -0.034 1.044 0.269 -0.257
C 1.486 1.321 0.126 -0.616
H -1.195 -0.756 -2.038 0.197
H 0.311 -0.188 -1.414 0.228
H 0.136 -1.910 -2.258 0.205
H 0.404 -1.950 0.326 0.199
H -1.264 -2.361 -0.077 0.209
H -2.013 -0.079 0.187 0.213
H 0.374 0.035 2.137 0.207
H -1.126 1.090 2.198 0.211
H -0.591 1.890 -0.132 0.208
H 1.706 2.190 0.772 0.215
H 1.841 1.602 -0.875 0.210
H 2.134 0.514 0.488 0.207
```

DFT total energy (eV): -6414.9153
ΔE to the lowest compared entry with this formula, charge and spin (kcal per mole): 46.7
Spin multiplicity: 1
Gap between HOMO and LUMO (eV): 10.52
SMILES string: CC[C@H]1C[C@H]1C
Molar mass (g/mol): 84.16

=====

6.
# C11H13ClO3Pt

A molecular structure, C11H13ClO3Pt (the ωB97M-V functional and the def2-TZVPD basis, OMol25).

The geometry in XYZ format:
```
29
Properties=species:S:1:pos:R:3:nbo_charge:R:1
Cl 0.364 0.325 -4.135 0.052
C 2.543 -0.686 0.236 -0.079
C 2.311 0.396 1.141 -0.074
C 2.153 1.600 0.429 -0.094
H 2.349 0.292 2.241 0.290
C 2.328 1.298 -1.035 -0.082
C 2.515 -0.210 -1.107 -0.105
H 2.810 -0.731 -2.029 0.287
H 2.784 -1.714 0.562 0.288
H 2.047 2.618 0.832 0.285
C 2.578 2.267 -2.142 -0.690
Pt 0.242 0.902 -1.561 0.710
C -0.984 1.680 -0.160 0.514
O -1.665 2.179 0.619 -0.311
C -0.722 -0.653 -2.016 0.483
O -1.204 -1.652 -2.367 -0.323
H 1.913 3.098 -1.910 0.254
H 2.127 1.769 -3.009 0.248
H 3.588 2.613 -2.378 0.326
C -3.216 -2.304 0.772 -0.730
C -2.267 -1.374 1.545 0.657
C -2.701 -0.881 2.932 -0.732
O -1.225 -0.989 1.004 -0.675
H -4.050 -2.645 1.396 0.247
H -2.605 -3.167 0.446 0.253
H -3.611 -1.748 -0.106 0.244
H -1.881 -1.089 3.631 0.254
H -2.925 0.197 2.872 0.251
H -3.596 -1.388 3.297 0.248
```

DFT total energy (eV): -33505.7792
ΔE to the lowest compared entry with this formula, charge and spin (kcal per mole): 6.4
Spin multiplicity: 5
Gap between HOMO and LUMO (alpha / beta) (eV): 7.92 / 3.53
Molar mass (g/mol): 423.75
Total charge: +2